Molecular formula: C4H12
Method: DFT, the ωB97M-V functional and the def2-TZVPD basis

* relative energy (zero: lowest compared OMol25 entry of this formula, charge and spin): 32.76 kcal/mol
* charge: -1
* F_max: 5.7 eV/Å
* 2S+1: 2
* HOMO level (spin up / spin down): 1.54 / -7.29 eV
* orbital gap (spin up / spin down): 0.1061 / 0.4324 Ha
* E_tot: -159.4779 Eh

Last column: Löwdin spin population.
Positions of all 16 atoms, in Å:
C (0.5912, -2.4363, -1.2204)  0.16
C (-0.4831, -1.9442, -0.2555)  0.25
H (0.0872, -2.3103, -2.1626)  0.03
H (1.3759, -1.6940, -1.2358)  0.03
H (1.0562, -3.4076, -1.1303)  0.02
H (-0.9865, -1.1053, -0.7700)  0.04
H (-0.2668, -1.7105, 0.6805)  0.04
H (-1.3718, -2.5783, -0.3570)  0.04
C (0.2958, 2.0379, 1.4552)  0.12
C (-0.3189, 2.3046, 0.0881)  0.14
H (0.2060, 1.1311, 1.9339)  0.03
H (1.3218, 2.4644, 1.3803)  0.02
H (-0.4564, 2.6070, 2.0798)  0.01
H (-0.3393, 1.4052, -0.5524)  0.03
H (0.2233, 3.0231, -0.4122)  0.01
H (-1.3597, 2.4026, 0.1413)  0.03

Forces on atoms 1 to 3 (eV/Å):
C -0.14 1.08 0.25
C -2.45 -1.31 -4.98
H 0.12 -0.49 -0.89

Molecular formula: C5H8O2
Method: DFT, the ωB97M-V functional and the def2-TZVPD basis

* relative energy (zero: lowest compared OMol25 entry of this formula, charge and spin): 120.03 kcal/mol
* charge: 0
* F_max: 0.7 eV/Å
* 2S+1: 1
* HOMO level: -6.73 eV
* orbital gap: 0.2604 Ha
* E_tot: -345.6137 Eh

Last column: Mulliken charge in e.
Positions of all 15 atoms, in Å:
O (0.7647, -2.0607, -0.2047)  -0.45
C (0.7317, -0.7532, -0.5398)  -0.07
C (0.6047, 0.1997, 0.5761)  -0.27
C (-0.8119, -0.0797, 1.1818)  -0.40
C (-1.3745, 0.6957, -0.0194)  -0.72
O (-0.9583, -0.3348, -1.0550)  -0.31
C (-0.0304, 1.4811, -0.0213)  -0.46
H (0.9401, -2.6051, -0.9834)  0.37
H (1.3593, -0.4861, -1.3959)  0.36
H (-0.9658, 0.1976, -1.8669)  0.38
H (1.4853, 0.2659, 1.2196)  0.46
H (-1.1322, -1.1231, 1.2820)  0.26
H (-0.9293, 0.4468, 2.1294)  0.31
H (0.3206, 1.8539, -1.0001)  0.24
H (-0.0040, 2.3020, 0.6976)  0.31

Forces on atoms 1 to 3 (eV/Å):
O -0.15 0.07 -0.25
C -0.20 0.28 -0.03
C 0.14 -0.01 0.03

Molecular formula: C7H11N4
Method: DFT, the ωB97M-V functional and the def2-TZVPD basis

* relative energy (zero: lowest compared OMol25 entry of this formula, charge and spin): 72.36 kcal/mol
* charge: +1
* F_max: 5.6 eV/Å
* 2S+1: 1
* structure (SMILES): C=CN(C)C(=[NH2+])n1ccnc1
* HOMO level: -13.23 eV
* orbital gap: 0.3302 Ha
* E_tot: -492.0369 Eh

Last column: Mulliken charge in e.
Positions of all 22 atoms, in Å:
C (-0.0497, 0.7924, -2.2117)  -0.78
C (0.9215, 0.2869, -1.3964)  -0.13
N (0.8685, 0.1948, 0.0109)  0.19
C (2.1664, 0.4746, 0.6469)  -0.98
C (-0.1873, -0.1789, 0.6774)  0.75
N (-0.2931, 0.0074, 2.0439)  -0.32
N (-1.1849, -0.7848, 0.0138)  0.02
C (-2.5463, -0.4417, 0.2131)  -0.33
C (-3.2106, -1.4459, -0.4283)  -0.56
N (-2.3006, -2.3446, -0.9948)  -0.56
C (-1.1342, -1.9407, -0.6642)  0.15
H (0.2167, 0.8065, -3.2690)  0.30
H (-1.0323, 1.0433, -1.9190)  0.32
H (2.0018, 0.4251, -1.5749)  0.30
H (2.1593, 1.3563, 1.2541)  0.38
H (2.5040, -0.3617, 1.3416)  0.39
H (3.1180, 0.6497, -0.0079)  0.31
H (-1.0763, -0.2145, 2.4952)  0.18
H (0.3532, 0.3023, 2.6738)  0.18
H (-2.8133, 0.4806, 0.7851)  0.38
H (-4.2137, -1.6778, -0.5965)  0.48
H (-0.1037, -2.3614, -0.8040)  0.34

Forces on atoms 1 to 3 (eV/Å):
C 2.70 -1.70 0.36
C -0.23 2.52 -1.63
N 1.30 -0.23 0.42

Molecular formula: C3H2O3
Method: DFT, the ωB97M-V functional and the def2-TZVPD basis

* relative energy (zero: lowest compared OMol25 entry of this formula, charge and spin): 145.47 kcal/mol
* charge: 0
* F_max: 6.1 eV/Å
* 2S+1: 1
* HOMO level (spin up / spin down): -9.50 / -8.80 eV
* orbital gap (spin up / spin down): 0.3395 / 0.2801 Ha
* E_tot: -341.0050 Eh

Last column: Mulliken charge in e.
Positions of all 8 atoms, in Å:
C (1.8595, -0.3434, 0.0395)  0.86
C (-1.8083, -0.0123, -0.0400)  -0.41
C (0.7910, 0.4857, 0.5209)  -0.21
O (2.5245, -1.2991, 0.0078)  -0.43
O (1.8005, 0.8852, -0.4100)  -0.26
O (-0.5242, 0.5084, -0.0170)  -0.22
H (-2.4427, 0.6104, -0.4691)  0.31
H (-2.2003, -0.8349, 0.3678)  0.36

Forces on atoms 1 to 3 (eV/Å):
C -0.79 -0.73 1.48
C 5.84 1.53 0.38
C -3.61 -0.99 0.05

Molecular formula: C9H16S
Method: DFT, the ωB97M-V functional and the def2-TZVPD basis

* relative energy (zero: lowest compared OMol25 entry of this formula, charge and spin): 0.00 kcal/mol
* charge: 0
* F_max: 2.9 eV/Å
* 2S+1: 1
* structure (SMILES): C=C1CCC(CSC)CC1
* HOMO level: -8.41 eV
* orbital gap: 0.3404 Ha
* E_tot: -750.6407 Eh

Last column: Mulliken charge in e.
Positions of all 26 atoms, in Å:
C (-1.1462, -2.2225, 0.3095)  -1.00
C (-1.3746, -0.9348, 0.1801)  0.40
C (-1.4238, 0.0455, 1.3454)  -0.62
C (-0.2915, 1.0207, 1.0803)  -1.03
C (0.1008, 1.0545, -0.3814)  0.31
C (1.0338, -0.0984, -0.8649)  -1.32
S (1.9498, -1.0484, 0.4090)  -0.07
C (3.2975, 0.1835, 0.7383)  -0.77
C (-1.1667, 0.9594, -1.3132)  -1.26
C (-1.8740, -0.3712, -1.1270)  -0.80
H (-0.5419, -2.5735, 1.1517)  0.37
H (-1.1270, -2.7308, -0.5819)  0.40
H (-2.4013, 0.5653, 1.3771)  0.21
H (-1.2775, -0.5874, 2.2388)  0.36
H (-0.4376, 1.9567, 1.5091)  0.55
H (0.5736, 0.6605, 1.5928)  0.17
H (0.5323, 2.0181, -0.6624)  0.59
H (0.4837, -0.8403, -1.4216)  0.34
H (1.6656, 0.2577, -1.6416)  0.68
H (3.1925, 0.8640, -0.1154)  0.24
H (3.0173, 0.7066, 1.7422)  0.20
H (4.2635, -0.3232, 0.7091)  0.35
H (-0.8172, 1.1026, -2.2705)  0.57
H (-1.7819, 1.8413, -1.0825)  0.33
H (-1.5120, -1.0313, -1.9025)  0.38
H (-2.9372, -0.4745, -1.0185)  0.41

Forces on atoms 1 to 3 (eV/Å):
C 1.68 0.92 1.73
C -2.28 0.38 0.90
C 0.23 -1.04 -0.58

Molecular formula: C36H28BF2NiOP2S
Method: DFT, the ωB97M-V functional and the def2-TZVPD basis

* relative energy (zero: lowest compared OMol25 entry of this formula, charge and spin): 32.80 kcal/mol
* charge: +1
* F_max: 4.3 eV/Å
* 2S+1: 3
* HOMO level (spin up / spin down): -11.07 / -11.51 eV
* orbital gap (spin up / spin down): 0.3048 / 0.2721 Ha
* E_tot: -4277.4833 Eh

Last column: Löwdin spin population.
Positions of all 72 atoms, in Å:
Ni (0.4298, -0.8301, 0.7679)  1.42
O (0.8022, 2.1480, 2.4879)  0.03
S (0.7294, 1.4920, 1.1842)  0.06
C (-0.7471, 2.1984, 0.4236)  0.01
C (-0.7853, 3.5726, 0.1391)  0.00
C (-1.9816, 4.2006, 0.0207)  0.00
C (-3.2150, 3.5469, 0.2021)  0.00
C (-3.1421, 2.1315, 0.4731)  0.00
C (-1.9231, 1.4743, 0.6567)  0.01
P (-1.8894, -0.2829, 1.1631)  0.04
C (-3.2358, -1.2617, 0.2712)  0.01
C (-3.8253, -0.8152, -0.9507)  0.00
C (-4.7877, -1.5650, -1.5557)  0.00
C (-5.2496, -2.7058, -0.9388)  0.00
C (-4.5364, -3.3030, 0.1248)  0.00
C (-3.5284, -2.5427, 0.7171)  0.00
C (-2.5272, -0.2537, 2.9317)  0.00
C (-3.8933, -0.3783, 3.2587)  0.00
C (-4.2435, -0.5336, 4.6165)  0.00
C (-3.2281, -0.3849, 5.5880)  0.00
C (-1.9092, -0.2103, 5.2235)  0.00
C (-1.5720, -0.2014, 3.8857)  0.00
C (2.1037, 2.0893, 0.2237)  0.01
C (2.5188, 3.3572, 0.4911)  0.00
C (3.4337, 3.9571, -0.3396)  0.00
C (4.0957, 3.1802, -1.2910)  0.00
C (3.6793, 1.8486, -1.4663)  0.00
C (2.6554, 1.2794, -0.7557)  0.00
P (1.9407, -0.4472, -0.9614)  0.06
C (3.3783, -1.5410, -0.8514)  0.00
C (4.6807, -1.1128, -0.4360)  0.00
C (5.6791, -1.9921, -0.2631)  0.00
C (5.4946, -3.3713, -0.5172)  0.00
C (4.2354, -3.7992, -0.8200)  0.00
C (3.1374, -2.9044, -0.9688)  0.00
C (1.4318, -0.3619, -2.6839)  0.02
C (0.1226, 0.0051, -2.9026)  0.01
C (-0.3114, 0.2191, -4.2478)  0.00
C (0.5730, 0.0408, -5.2764)  0.00
C (1.9081, -0.3195, -4.9817)  0.00
C (2.3640, -0.5354, -3.6866)  0.00
H (0.1730, 4.0838, 0.0838)  0.00
H (-2.0206, 5.2723, -0.2400)  0.00
H (-4.0917, 4.0914, 0.0526)  0.00
H (-4.1056, 1.6177, 0.4989)  0.00
H (-3.5363, 0.1066, -1.3644)  0.00
H (-5.2839, -1.2460, -2.4471)  0.00
H (-6.0308, -3.3409, -1.3617)  0.00
H (-4.8471, -4.2532, 0.4961)  0.00
H (-2.9772, -2.9521, 1.6134)  0.00
H (-4.7068, -0.3936, 2.4983)  0.00
H (-5.2565, -0.5524, 4.8991)  0.00
H (-3.4498, -0.5530, 6.6575)  0.00
H (-1.1527, -0.1463, 5.9855)  0.00
H (-0.4811, -0.1019, 3.6064)  0.00
H (2.1397, 3.8838, 1.3296)  0.00
H (3.6706, 4.9999, -0.1202)  0.00
H (4.9699, 3.6774, -1.7410)  0.00
H (4.2836, 1.2190, -2.1679)  0.00
H (4.9052, -0.0613, -0.3319)  0.00
H (6.6326, -1.6529, 0.1203)  0.00
H (6.2881, -4.0627, -0.2557)  0.00
H (4.1141, -4.8990, -0.9777)  0.00
H (2.2162, -3.3229, -1.2391)  0.00
H (-0.5230, 0.0606, -2.0311)  0.01
H (-1.3303, 0.5801, -4.4232)  0.00
H (0.2567, 0.2588, -6.3224)  0.00
H (2.5366, -0.4319, -5.8668)  0.00
H (3.3719, -0.7905, -3.4009)  0.00
F (1.4703, -3.1498, 2.2016)  0.05
B (1.5778, -1.7935, 2.1594)  0.17
F (2.3252, -1.2350, 3.1332)  0.04

Forces on atoms 1 to 3 (eV/Å):
Ni -0.13 0.63 0.05
O 0.06 0.00 0.62
S -0.08 -0.23 -0.12

Molecular formula: C16H23AsMnN5OS3
Method: DFT, the ωB97M-V functional and the def2-TZVPD basis

* charge: 0
* F_max: 0.6 eV/Å
* 2S+1: 5
* HOMO level (spin up / spin down): -7.18 / -7.45 eV
* orbital gap (spin up / spin down): 0.2426 / 0.2842 Ha
* E_tot: -5553.9358 Eh

Last column: Löwdin spin population.
Positions of all 50 atoms, in Å:
Mn (0.1440, -0.6798, 0.5189)  3.92
S (-2.0902, -0.9703, 0.8406)  -0.05
C (-2.3057, -2.5885, 1.5045)  0.00
C (-3.5628, -3.0111, 1.9392)  0.00
C (-3.7417, -4.2922, 2.4434)  0.00
C (-2.6671, -5.1705, 2.5046)  0.00
C (-1.4147, -4.7557, 2.0732)  0.00
C (-1.2271, -3.4610, 1.5822)  0.00
S (0.3825, -2.9360, 1.0776)  -0.04
H (-4.3973, -2.3222, 1.8803)  0.00
H (-4.7209, -4.6022, 2.7918)  0.00
H (-2.8005, -6.1731, 2.8960)  0.00
H (-0.5627, -5.4293, 2.1193)  0.00
N (-0.0274, 4.4617, 4.0758)  0.00
C (0.0569, 3.3579, 3.2748)  0.00
C (-0.8115, 3.1742, 2.1934)  0.00
C (-0.7141, 2.0305, 1.4478)  0.01
N (0.1698, 1.0528, 1.7073)  0.01
C (1.0064, 1.2301, 2.7322)  0.01
C (0.9904, 2.3441, 3.5297)  0.00
H (-0.5891, 5.2386, 3.7889)  0.00
H (0.6975, 4.6447, 4.7429)  0.00
H (-1.5482, 3.9279, 1.9333)  0.00
H (-1.3722, 1.8822, 0.6055)  0.00
H (1.7205, 0.4376, 2.9059)  0.00
H (1.6988, 2.4333, 4.3474)  0.00
N (0.8420, 2.3302, -3.1377)  0.00
C (1.6528, 2.2313, -2.0496)  0.00
N (2.6893, 1.3814, -2.1751)  0.00
S (1.4051, 3.1599, -0.6788)  0.00
H (0.7802, 1.5494, -3.7652)  0.00
H (-0.0042, 2.8451, -2.9902)  0.00
H (2.6393, 0.6680, -2.8750)  0.00
H (3.1431, 1.1118, -1.3226)  0.00
N (3.2647, -0.5895, 0.2765)  0.05
C (2.1239, -0.6582, 0.4345)  -0.02
C (0.3135, -1.6067, -4.3561)  0.00
As (0.2773, -2.0360, -2.4891)  0.01
C (-1.1959, -3.2282, -2.2659)  0.00
C (1.9553, -2.9012, -2.2017)  0.00
O (0.0300, -0.5969, -1.6515)  0.06
H (0.2831, -2.5255, -4.9399)  0.00
H (1.2317, -1.0730, -4.5866)  0.00
H (-0.5435, -0.9893, -4.5982)  0.00
H (-0.9984, -4.1868, -2.7488)  0.00
H (-2.0650, -2.7487, -2.7038)  0.00
H (-1.3545, -3.3717, -1.2023)  0.00
H (2.0554, -3.7169, -2.9239)  0.00
H (2.0052, -3.2858, -1.1931)  0.00
H (2.7409, -2.1688, -2.3384)  0.00

Forces on atoms 1 to 3 (eV/Å):
Mn -0.49 -0.39 -0.13
S -0.35 -0.06 0.07
C -0.14 0.09 -0.06

Molecular formula: C11H4Co2F3NO7
Method: DFT, the ωB97M-V functional and the def2-TZVPD basis

* charge: -2
* F_max: 4.0 eV/Å
* 2S+1: 1
* HOMO level: -1.49 eV
* orbital gap: 0.2312 Ha
* E_tot: -4068.0685 Eh

Last column: Mulliken charge in e.
Positions of all 28 atoms, in Å:
O (-4.1440, 1.1153, 1.2334)  -0.41
C (-3.2480, 1.6988, 0.7574)  0.10
Co (-1.7717, 2.4329, 0.0992)  0.14
C (-1.8758, 2.3723, -1.6526)  0.01
O (-1.8502, 2.2812, -2.8015)  -0.34
C (-1.7927, 4.2037, 0.3027)  0.25
O (-1.6945, 5.3494, 0.4584)  -0.40
C (-0.0846, 2.0855, 1.0104)  0.83
C (-0.4177, 0.8391, 0.3786)  -0.87
C (-0.6050, -0.4269, 0.7603)  -0.49
Co (1.4294, 1.9544, -0.0945)  0.23
C (1.6107, 1.4730, -1.7726)  0.04
O (1.6731, 1.1317, -2.8705)  -0.37
C (2.5695, 1.0805, 0.9041)  0.07
O (3.2337, 0.4364, 1.6018)  -0.40
C (1.7324, 3.6932, -0.1242)  0.20
O (1.8440, 4.8407, -0.1384)  -0.40
H (0.0064, 2.1327, 2.1232)  0.38
H (-0.5199, -1.3193, 0.1151)  0.27
H (-0.8456, -0.5022, 1.8426)  0.20
H (0.2682, -3.2660, -2.2769)  0.24
N (0.5450, -4.0903, -1.7284)  -0.80
C (0.3221, -3.9533, -0.4344)  0.34
C (0.8169, -5.3356, 0.2957)  0.73
F (0.8900, -6.4460, -0.4727)  -0.26
F (2.0686, -5.1022, 0.8248)  -0.28
F (-0.0270, -5.6006, 1.3437)  -0.27
O (-0.1331, -3.0783, 0.3155)  -0.71

Forces on atoms 1 to 3 (eV/Å):
O 1.19 1.12 -1.05
C -1.50 -1.44 1.93
Co -0.50 0.59 -1.12